Entry 1:
C32H94AsF6N8O11 | the ωB97M-V functional and the def2-TZVPD basis

Structure (XYZ):
```
152
Properties=species:S:1:pos:R:3:lowdin_charge:R:1
C -5.748 -1.488 3.038 -0.438
H 1.148 3.797 -1.610 0.023
O 2.053 3.533 3.719 -0.092
C -0.381 -3.735 1.767 -0.092
H -2.660 2.088 2.144 0.067
H -5.039 -3.502 2.793 0.075
C -3.107 5.960 3.137 -0.128
C 4.715 1.888 -2.945 -0.098
H -2.139 3.539 0.110 0.077
O -3.610 -1.272 1.933 -0.184
H 4.430 -3.048 2.245 0.055
C -1.462 0.804 -4.146 -0.062
C -2.544 -3.922 -3.269 -0.234
H -3.745 -5.689 -2.840 0.135
H -2.756 3.802 4.626 0.129
H 5.348 -4.297 1.470 0.077
H -1.133 0.265 -5.038 0.070
H -0.840 3.364 -1.593 0.100
F 2.888 0.098 -0.173 -0.258
C 8.845 -1.212 3.441 -0.123
C 1.915 -3.698 1.353 -0.220
H -3.045 -0.603 -3.674 0.121
H 1.486 4.755 -2.756 0.069
H -4.436 1.618 -0.275 0.065
C -2.055 1.768 3.000 -0.063
H -1.323 4.811 4.563 0.130
H -3.745 4.274 -0.085 0.086
H 3.954 -1.357 3.975 0.068
H -1.867 -1.072 0.880 0.073
H -5.021 -4.677 -4.342 0.067
O -2.524 4.551 -1.686 -0.183
C -1.176 4.298 -2.057 -0.213
H 0.491 -1.298 4.719 0.046
N -3.726 0.967 -4.996 0.042
H -6.531 -3.080 1.839 0.076
H -2.560 -7.174 -4.471 0.069
H -2.352 5.291 0.265 0.071
C -2.680 4.404 -0.284 -0.106
H -3.350 -1.295 -0.105 0.095
H -0.057 6.320 -3.607 0.075
H -4.599 0.458 -5.091 0.068
C -2.927 -0.829 0.791 -0.121
H -7.450 -1.192 4.057 0.062
H 1.947 -3.115 0.424 0.125
H 2.331 -5.835 -0.003 0.067
C 3.350 0.387 -4.184 -0.216
O -4.674 0.748 -2.206 -0.185
O 7.841 -0.235 3.612 -0.196
O 0.611 -0.537 4.141 -0.055
H 1.878 -2.529 -5.243 0.075
H -0.831 0.572 -3.286 0.062
H -4.877 0.234 2.057 0.124
H 0.690 -0.907 3.246 0.008
H -4.098 5.681 3.524 0.088
N -0.365 2.332 4.673 0.041
C -0.254 6.622 -2.571 -0.065
H -1.695 -5.778 -5.143 0.082
H -2.884 0.258 0.641 0.061
C -1.189 2.869 3.569 -0.424
H -1.519 0.866 2.713 0.062
H -0.445 -2.918 1.040 0.056
C -0.735 -2.914 -2.157 -0.101
O 5.356 0.929 0.555 -0.067
O 0.765 -4.509 1.425 -0.185
H -0.476 3.147 2.784 0.126
H 6.391 -0.924 2.383 0.115
F 2.076 1.797 1.456 -0.238
C -6.001 -2.991 2.789 -0.055
H -2.819 1.490 3.741 0.088
H -5.636 2.427 -1.353 0.091
H -1.213 -1.955 -2.370 0.079
H -2.645 6.598 3.897 0.087
N -4.159 -5.017 -4.762 0.020
H 4.894 2.717 -3.639 0.083
N 2.864 -1.577 -2.723 0.056
H 1.777 -0.841 -5.854 0.071
As 1.332 0.841 0.174 0.822
H 5.627 1.822 -2.348 0.081
F -0.175 1.694 0.448 -0.242
F 0.886 -0.397 1.324 -0.245
H 6.637 1.761 3.729 0.063
H 5.568 0.198 5.145 0.134
F 1.762 2.075 -1.007 -0.262
H -0.292 5.707 -0.667 0.130
C -3.182 -5.239 -3.662 -0.423
H 1.119 3.319 3.900 -0.031
C -1.936 4.129 3.963 -0.204
H 6.406 -1.787 3.890 0.120
H 4.523 -3.046 0.513 0.081
N 5.639 1.561 3.628 0.050
H 5.561 0.241 -0.086 0.038
H -7.573 -0.951 2.454 0.068
H -5.109 -1.355 3.916 0.140
C 3.078 -1.138 -4.105 -0.416
H -6.641 -3.400 3.572 0.067
C 6.535 -0.784 3.461 -0.218
H 0.167 -3.032 -2.777 0.081
H 0.472 7.367 -2.253 0.075
C -0.145 5.384 -1.703 -0.446
C -4.978 -0.850 1.915 -0.215
H 8.852 -1.891 4.300 0.083
N 1.199 4.803 -1.773 0.048
H -0.964 2.120 5.471 0.085
H -3.326 -3.225 -2.928 0.121
H 1.883 -1.385 -2.528 0.023
H -0.376 -3.417 2.808 0.087
N 3.256 -5.443 0.180 0.031
H 4.011 -0.358 2.558 0.058
H 9.793 -0.675 3.442 0.083
O 4.591 0.616 -3.559 -0.184
H 5.565 1.625 2.610 0.046
H 2.194 3.195 2.821 -0.002
H -3.335 6.547 2.248 0.081
C -3.375 1.226 -2.590 -0.190
H 3.322 0.278 4.105 0.075
H 2.498 0.868 -3.684 0.124
F 0.644 -0.140 -1.101 -0.252
H -4.374 -5.950 -5.099 0.058
H -0.128 1.409 4.309 0.040
H -5.885 0.794 -0.676 0.078
H 3.324 -0.890 -2.128 0.041
C -2.129 -6.199 -4.234 -0.066
H -1.247 -4.336 1.489 0.092
H -5.409 -1.055 0.924 0.122
H -1.324 1.860 -4.390 0.075
C -2.932 0.471 -3.851 -0.418
C 4.102 -0.321 3.644 -0.068
H 3.338 0.753 -5.218 0.118
H 3.123 -5.220 2.225 0.137
H -2.147 -3.426 -4.165 0.127
H -3.165 0.683 -5.798 0.059
H 0.948 -1.318 -4.372 0.049
H -0.283 -2.950 -1.162 0.073
H -3.349 2.304 -2.754 0.123
O -1.571 -4.035 -2.262 -0.171
H 2.013 -3.036 2.221 0.117
H 3.959 -1.653 -4.497 0.128
H -1.107 4.108 -3.134 0.122
C 3.187 -4.575 1.342 -0.442
H 4.387 0.867 0.657 0.004
H -1.271 7.014 -2.552 0.076
H -2.711 0.888 -1.785 0.117
N -7.001 -0.734 3.270 0.032
C -5.146 1.485 -1.096 -0.124
O -2.360 4.824 2.814 -0.183
C 1.849 -1.473 -4.970 -0.060
H 3.890 2.120 -2.274 0.070
C 4.433 -3.712 1.374 -0.065
H 3.397 -4.884 -0.663 0.071
C 5.494 0.162 4.056 -0.418
H -1.278 -6.363 -3.571 0.076
H 8.714 -1.784 2.519 0.085
```

As for the charge: -1. For the gap between HOMO and LUMO, the calculation gives 8.7 eV. For the HOMO energy, the calculation gives -6.61 eV. As for the total energy: -5376.3747 a.u. The LUMO energy is 2.12 eV.

Entry 2:
C32H94ClN8O15 | the ωB97M-V functional and the def2-TZVPD basis

Structure (XYZ):
```
150
Properties=species:S:1:pos:R:3:lowdin_charge:R:1
H 3.452 -4.020 -1.465 0.073
H 2.419 5.123 -5.195 0.022
C 5.652 -2.730 -1.823 -0.190
C 0.602 4.369 -7.613 -0.102
C -2.197 3.334 5.479 -0.476
H -8.366 -2.843 1.054 0.063
N -3.402 4.070 5.849 0.046
H -1.687 0.096 -1.705 0.062
H 2.848 -2.068 5.716 0.125
O -1.655 -6.557 -0.976 -0.201
H -0.419 -0.348 3.361 -0.017
H -1.848 3.950 -3.027 0.081
H 0.472 5.334 -8.101 0.088
H 4.710 -2.360 0.604 0.062
H -1.055 -4.383 0.423 0.133
H 0.356 1.353 -3.432 0.071
H 3.786 4.153 -1.509 0.124
O -0.230 -0.686 4.236 -0.071
H -0.194 3.630 -7.704 0.090
H 7.932 -3.843 -0.727 0.083
H -1.662 -3.924 -1.965 0.077
C -4.207 1.563 2.887 -0.089
H -4.998 1.251 3.570 0.081
C 1.643 4.499 -1.723 -0.457
H 1.428 3.687 -2.417 0.118
H 1.489 3.394 -4.560 0.100
H -1.510 3.967 4.915 0.138
Cl 0.596 0.669 0.933 0.666
H 3.391 5.789 -1.681 0.122
H 1.762 3.440 -0.102 0.056
N 2.724 -0.472 4.325 0.075
H -8.119 -0.705 2.200 0.071
O -1.613 3.455 0.114 -0.058
C 0.059 1.231 -4.473 -0.073
C -2.652 2.224 4.523 -0.202
C 2.188 -2.880 3.826 -0.058
H -0.671 2.192 6.347 0.085
O 5.821 -3.960 -1.096 -0.203
C -6.593 -2.173 1.509 -0.419
H 1.427 3.893 -8.143 0.080
O -2.835 2.520 -1.958 -0.222
H 3.514 -0.179 4.882 0.061
H 7.441 -4.727 -2.166 0.079
H 2.246 -2.533 2.794 0.069
H -3.757 0.996 -3.040 0.126
H 0.090 -3.845 -2.392 0.072
H 0.251 -6.129 -1.689 0.124
H 0.097 5.129 -5.836 0.145
H 0.045 -6.655 0.062 0.121
H 4.763 -2.333 3.388 0.122
H 0.944 -3.277 0.229 0.056
H -5.559 0.453 -0.592 0.065
O 1.059 -1.157 -2.826 -0.059
H -0.979 3.816 7.064 0.085
C 4.494 -2.218 4.438 -0.192
H -2.660 -8.295 -1.256 0.079
N 3.190 -3.165 -1.935 0.041
H 7.180 -5.431 -0.608 0.084
H 5.712 -2.924 -2.894 0.119
C -1.429 2.903 6.672 -0.069
C -7.049 -0.907 2.247 -0.061
H -6.565 -1.898 0.454 0.125
H 0.807 5.920 -3.250 0.069
H 4.541 -0.780 0.107 0.080
H -2.883 -2.154 3.095 0.097
N 0.989 -4.256 -0.013 0.042
C 4.082 -1.756 -0.051 -0.031
H 4.365 -1.137 7.012 0.072
H -2.079 2.361 7.359 0.078
H -2.208 -1.106 -0.409 0.045
H 3.126 -0.326 3.410 0.076
H 2.811 4.863 -6.726 0.064
H -4.858 2.012 -2.131 0.126
O 0.650 0.921 -0.535 -0.387
C 0.791 5.654 -2.193 -0.060
H 1.724 2.515 -6.017 0.133
O -0.534 1.307 1.540 -0.337
O -3.446 2.649 3.421 -0.173
H 4.804 6.086 -3.809 0.088
H -4.644 1.749 1.906 0.078
C -5.271 -2.650 2.070 -0.169
N -4.838 -0.228 -0.785 0.029
C 5.336 -1.451 6.626 -0.064
C 7.153 -4.482 -1.144 -0.106
O 1.838 1.212 1.460 -0.348
C 1.006 3.159 -5.508 -0.228
C -3.663 0.537 -0.995 -0.412
C -0.655 -3.710 -1.608 -0.054
H 1.634 -4.231 -0.790 0.028
H -0.890 -8.621 -1.102 0.079
C 4.239 -2.217 -1.530 -0.393
O -4.266 -1.803 1.466 -0.227
H -2.717 2.931 -4.102 0.085
H -7.414 -4.027 1.217 0.060
H -3.616 4.042 -3.064 0.090
H 6.418 -2.027 -1.497 0.126
C -2.764 3.364 -3.102 -0.084
H -2.327 -1.342 1.622 0.070
H -2.693 -3.070 1.605 0.083
H -0.891 0.697 -4.472 0.089
H -1.855 1.555 4.198 0.112
H 4.131 -1.318 -2.136 0.133
H -5.073 -3.690 1.810 0.122
H -6.737 -0.845 3.289 0.078
H 5.429 -2.489 6.946 0.082
C 2.970 -1.886 4.648 -0.429
H -3.692 3.553 6.666 0.053
C -3.874 1.542 -2.104 -0.166
H 1.164 -0.425 -2.218 -0.002
H 3.078 -1.739 0.373 0.059
H 4.693 -3.137 4.989 0.108
H 1.131 -2.941 4.086 0.076
H -3.538 0.722 2.709 0.076
H -1.957 3.239 -0.753 -0.020
C -0.319 -6.043 -0.764 -0.201
H 1.591 -1.859 -2.450 -0.021
H -5.214 -2.667 3.159 0.127
O 5.332 -1.318 5.156 -0.223
H -4.005 3.886 5.060 0.055
C 4.568 5.024 -3.870 -0.112
H 5.327 4.529 -3.266 0.090
N -7.661 -3.173 1.697 0.023
H -3.617 1.093 -0.059 0.124
C -0.338 -4.587 -0.372 -0.432
H -0.620 -2.628 -1.484 0.050
H 3.392 -3.391 -2.898 0.086
O -0.153 2.461 -5.204 -0.180
C 0.889 4.481 -6.211 -0.491
H -1.129 2.674 0.382 -0.025
H -0.260 5.566 -1.920 0.072
H 0.725 -0.753 4.267 -0.032
N 2.101 5.278 -6.141 0.063
H -2.686 -1.296 -1.993 0.074
H -1.574 -7.886 -2.541 0.076
H 6.060 -0.744 7.031 0.087
H 2.662 -3.860 3.770 0.080
O 3.244 4.791 -3.471 -0.224
C 3.123 4.808 -2.074 -0.195
O 0.503 -0.755 1.061 -0.361
H 0.333 4.075 -0.344 0.037
C -2.999 -2.106 2.012 -0.093
C -1.653 -7.927 -1.454 -0.107
H -6.667 -0.020 1.741 0.057
H 4.639 4.865 -4.946 0.080
H 1.224 6.502 -1.661 0.080
N 1.315 4.311 -0.351 0.080
H -3.247 1.643 5.227 0.119
C -2.488 -0.502 -1.272 -0.008
H 0.828 0.629 -4.958 0.080
H -4.623 -0.699 0.082 0.026
```

As for the charge: -1. For the gap between HOMO and LUMO, the calculation gives 8.6 eV. For the HOMO energy, the calculation gives -6.52 eV. As for the total energy: -3302.0425 a.u. The LUMO energy is 2.12 eV.